[1]
Molecular formula: C15H54N16O12
Method: DFT, ωB97M-V/def2-TZVPD

ORCA input file:
```
! wB97M-V def2-TZVPD RIJCOSX def2/J DEFGRID3
* xyz 0 1
C 3.62108 1.60789 0.93527
C 3.19399 1.40084 -0.52121
O 4.09761 0.64519 -1.19968
H 3.05036 2.40358 1.47659
H 4.61423 2.03590 0.93926
H 3.57197 0.68250 1.54726
H 3.05590 2.41836 -0.95322
H 2.20922 0.98101 -0.61511
H 4.67553 1.28574 -1.68271
C -4.62615 -0.83086 -1.60526
C -3.96496 -0.24099 -2.82084
O -2.81165 0.45833 -2.56510
H -5.14579 -0.13793 -1.01022
H -3.83829 -1.29760 -1.02262
H -5.25542 -1.66733 -1.90653
H -4.67301 0.37198 -3.35108
H -3.68282 -1.05484 -3.48019
H -2.32319 0.40084 -3.36166
C -2.12477 -3.48091 0.47541
C -1.57360 -3.27665 1.93123
O -1.06481 -2.05417 2.10315
H -1.36608 -3.06440 -0.25951
H -2.97659 -2.88710 0.36525
H -2.26323 -4.51338 0.15979
H -0.85221 -4.16279 1.99625
H -2.41329 -3.39907 2.60815
H -0.20877 -2.19124 2.53929
C -3.74684 0.20766 1.39447
O -5.05560 0.39638 1.33073
N -3.18971 -0.48610 2.36414
N -2.86997 0.76616 0.57884
H -3.79928 -0.92024 3.07408
H -2.36823 -1.17349 2.24170
H -3.32456 1.06257 -0.36311
H -2.00466 0.26998 0.51600
C 5.07556 -2.40311 0.37958
O 6.27628 -1.72438 0.47659
N 4.94621 -3.69701 0.51566
N 3.98725 -1.81125 0.04815
H 5.81899 -4.23022 0.81766
H 4.08885 -4.18766 0.44836
H 4.11035 -0.78751 -0.13960
H 3.10512 -2.24045 -0.03051
C 0.45051 -0.75936 0.05790
O 1.06283 -2.02718 -0.16373
N -0.41837 -0.05010 -0.70681
N 0.76470 -0.01943 1.02820
H -0.98432 -0.55698 -1.44011
H -0.53764 1.00473 -0.49941
H 1.54109 -0.47789 1.62219
H 0.46522 0.92218 1.29403
C 2.13605 -2.62484 2.71672
O 2.33549 -3.86366 2.01036
N 1.25087 -2.52558 3.65735
N 2.87255 -1.54099 2.47977
H 0.81204 -3.43727 3.86567
H 1.05134 -1.76918 4.33611
H 3.49783 -1.65250 1.58839
H 2.76791 -0.62696 2.93135
C 0.20444 3.16384 0.24646
O 1.18158 3.95196 -0.48928
N -0.88566 2.61231 -0.29300
N 0.39731 2.71667 1.44505
H -1.08536 2.93188 -1.22825
H -1.73585 2.22473 0.21883
H 1.14121 3.18149 1.98626
H -0.36265 2.25530 1.98597
C 1.45589 1.64240 -3.83766
O 1.86240 1.38346 -5.11938
N 1.19303 0.73495 -2.95051
N 0.96154 2.79538 -3.42239
H 1.76740 -0.09836 -3.04038
H 0.69411 0.70620 -2.02611
H 1.13960 3.56624 -4.16680
H 1.23305 3.20774 -2.47640
C 0.95041 1.09737 4.21764
O 2.15953 0.63876 3.88801
N 0.77928 2.00129 5.01165
N -0.11205 0.56665 3.62986
H 1.60126 2.08565 5.62890
H -0.19642 2.14671 5.14922
H -0.03992 0.02613 2.76328
H -1.08250 0.91137 3.94168
C -1.89828 4.31165 -2.93334
O -1.21554 5.19247 -3.81372
N -2.95598 4.59910 -2.28232
N -1.51820 3.05802 -2.86816
H -3.14508 5.54951 -2.16481
H -3.44071 3.98437 -1.58396
H -0.52599 2.91166 -3.25830
H -2.17334 2.29844 -2.62654
C -1.41550 -3.14461 -3.33039
O -0.95848 -1.87906 -2.80552
H -2.41461 -2.96246 -3.75689
H -1.49407 -3.95136 -2.58533
H -0.75967 -3.63017 -4.06179
H -0.34929 -2.25692 -2.14426
*
```

* max |F|: 12.43 eV Å⁻¹
* E_HOMO: -0.3140 Ha
* E_LUMO: -0.0328 Eh
* energy above the lowest of the compared OMol25 structures with the same formula, charge and spin: 144.43 kJ/mol
* total energy: -64838.0275 eV
* structure (SMILES): NC(N)=O.NC(N)=O.NC(N)=O.NC(N)=O.NC(N)=O.NC(N)=O.NC(N)=O.NC(N)=O.CCO.CCO.CCO.CO

[2]
Molecular formula: C15H54O12
Method: DFT, ωB97M-V/def2-TZVPD

ORCA input file:
```
! wB97M-V def2-TZVPD RIJCOSX def2/J DEFGRID3
* xyz 0 1
C 22.57501 38.07638 -1.90747
O 23.15610 38.39130 -0.67430
H 23.31552 37.48641 -2.44753
H 21.65456 37.50057 -1.81088
H 22.49734 38.95691 -2.54521
H 22.45291 38.53504 -0.03674
C 23.84691 34.47828 -0.79722
O 24.62809 33.46159 -0.16260
H 23.90093 35.47824 -0.36678
H 23.94022 34.39492 -1.88002
H 22.78823 34.41407 -0.54584
H 24.43874 32.58339 -0.50099
C 18.07973 37.42072 0.17663
O 17.18399 38.53857 0.20010
H 18.47661 37.16581 1.15928
H 17.64318 36.52011 -0.25516
H 18.88841 37.63356 -0.52254
H 16.81202 38.71472 -0.66720
C 19.28744 40.78791 -0.51701
O 18.76072 40.79354 0.84920
H 18.49073 40.86013 -1.25737
H 20.01629 41.56521 -0.74652
H 19.72849 39.79389 -0.59108
H 18.44825 39.88979 0.93408
C 22.54688 40.39261 4.45175
O 22.34955 41.23216 3.36868
H 23.49635 40.58411 4.95167
H 21.83781 40.60349 5.25228
H 22.34863 39.33062 4.30693
H 21.40523 41.38468 3.28735
C 24.97797 36.22197 3.59721
O 24.21025 35.68337 4.70435
H 24.85814 37.30533 3.58898
H 26.00019 35.89982 3.79572
H 24.46491 35.89548 2.69264
H 23.96517 36.39722 5.29761
C 19.60652 43.34263 3.04419
O 19.66325 41.95476 3.26593
H 18.80375 43.72705 3.67337
H 20.48642 43.84206 3.44969
H 19.42674 43.64638 2.01292
H 19.30711 41.55120 2.47101
C 20.02647 33.74318 4.86239
O 19.55114 34.45014 5.93555
H 19.75324 32.72767 5.14908
H 19.58615 33.94685 3.88630
H 21.11521 33.79389 4.84858
H 19.34193 35.34310 5.65193
C 18.28991 40.04441 5.77674
O 19.13786 39.56564 4.79808
H 17.34821 40.36555 5.33157
H 18.08858 39.27191 6.51890
H 18.73502 40.93856 6.21317
H 19.36284 40.39897 4.37790
C 21.86555 32.49265 1.98285
C 23.03851 31.52950 2.16039
O 22.90021 31.07184 3.50701
H 21.73385 32.97675 1.01517
H 21.91559 33.15960 2.84353
H 20.95678 31.90018 2.08880
H 24.02496 31.98635 2.08097
H 23.04206 30.63674 1.53504
H 23.50537 31.62849 4.00251
C 21.35362 36.39762 1.85066
C 21.20929 37.82454 2.32395
O 20.95815 38.69079 1.26964
H 20.62276 36.08151 1.10632
H 21.20459 35.72019 2.69149
H 22.39087 36.29230 1.53268
H 22.17669 38.19637 2.66154
H 20.45365 37.89453 3.10640
H 21.18413 39.57497 1.56758
C 16.73498 36.41366 5.44216
C 17.60133 36.40455 4.22170
O 18.89038 36.81076 4.70036
H 15.81298 35.87379 5.22643
H 16.41979 37.41943 5.71998
H 17.17092 35.94697 6.32549
H 17.33126 37.02948 3.37046
H 17.64547 35.41733 3.76175
H 18.85621 37.76864 4.75418
*
```

* max |F|: 2.25 eV Å⁻¹
* E_HOMO: -0.3454 Ha
* E_LUMO: 0.0119 Eh
* energy above the lowest of the compared OMol25 structures with the same formula, charge and spin: 598.95 kJ/mol
* total energy: -40995.1532 eV
* structure (SMILES): CCO.CCO.CCO.CO.CO.CO.CO.CO.CO.CO.CO.CO

[3]
Molecular formula: C15H56N8O13
Method: DFT, ωB97M-V/def2-TZVPD

ORCA input file:
```
! wB97M-V def2-TZVPD RIJCOSX def2/J DEFGRID3
* xyz 0 1
C -0.68644 -0.32925 5.88921
O -1.49618 -0.17333 4.73068
H 0.36821 -0.00628 5.69113
H -1.15325 0.33359 6.67324
H -0.70467 -1.36524 6.26939
H -0.98432 -0.24922 3.92800
C -4.90925 2.93068 0.31105
O -3.71001 2.20090 0.44983
H -4.94478 3.33756 -0.71430
H -5.74097 2.20930 0.52266
H -4.99106 3.78594 1.02128
H -3.01351 2.63912 -0.08375
C 0.13512 -4.73483 -0.74141
O 1.30606 -4.40372 0.04877
H 0.16961 -5.83431 -0.86543
H -0.83312 -4.50164 -0.29299
H 0.25394 -4.24920 -1.72533
H 1.29030 -3.42141 0.05395
C -0.73485 3.81706 -1.52988
O -1.20469 2.99879 -0.40894
H -0.46983 4.80112 -1.18837
H 0.19135 3.40296 -2.00111
H -1.51295 3.79012 -2.26597
H -0.81136 3.14820 0.48625
C -1.47646 -2.58000 -4.26717
O -1.13284 -1.27122 -3.82133
H -1.99988 -2.57500 -5.24188
H -0.61435 -3.30856 -4.35273
H -2.20909 -2.84280 -3.49359
H -0.18735 -1.02983 -4.10917
C 3.94566 1.24239 -1.09694
O 4.27425 0.17150 -0.16598
H 3.93082 0.97091 -2.11598
H 2.90214 1.45287 -0.80597
H 4.51871 2.13129 -0.88533
H 3.42513 -0.05366 0.24129
C 3.05423 3.07767 2.46389
O 2.68367 2.08204 3.44794
H 4.06888 2.94746 2.09106
H 2.35528 3.04329 1.62432
H 3.12196 4.07954 2.92581
H 2.78469 1.23089 3.04467
C 0.05487 -2.90119 3.39318
O 0.91405 -3.99424 3.11808
H -1.00179 -2.98890 2.99458
H -0.09156 -2.77351 4.46163
H 0.44074 -1.99199 2.94984
H 0.71377 -4.26525 2.21641
C -4.32120 0.55549 -3.52294
C -3.84087 1.31389 -4.66847
C -3.16814 2.59133 -4.26664
O -2.96312 0.50645 -5.47072
H -4.67481 -0.39953 -3.85747
H -5.18282 1.06786 -3.07697
H -3.52386 0.34039 -2.80600
H -4.69048 1.51208 -5.35347
H -2.81203 3.17000 -5.13969
H -2.28829 2.34492 -3.65092
H -3.78077 3.25874 -3.67257
H -2.37687 -0.00804 -4.83398
C 2.26823 -1.98325 -3.96724
O 1.45435 -1.42035 -4.68651
N 2.23200 -2.11988 -2.60456
N 3.24984 -2.78397 -4.59560
H 1.49968 -1.64623 -2.07284
H 2.66458 -2.89683 -2.07098
H 4.04935 -3.08605 -4.13600
H 3.25096 -2.77043 -5.62286
C 3.63418 -1.36623 2.91398
O 2.68580 -0.63078 2.68983
N 4.90570 -1.05738 2.63121
N 3.53193 -2.55517 3.61135
H 5.19199 -0.25998 2.06754
H 5.64205 -1.74834 2.75686
H 2.70841 -3.10813 3.41313
H 4.32263 -3.13646 3.69400
C -1.04773 2.46669 3.11641
O -0.38556 2.79654 2.11688
N -2.36446 2.25905 3.10960
N -0.43449 2.33834 4.27082
H -2.74427 1.54366 3.73137
H -2.75013 2.22277 2.14959
H 0.55969 2.27827 4.19199
H -0.94828 2.25770 5.13056
C 0.19443 -0.70918 -0.02579
O 0.65339 -1.84706 -0.09762
N -0.60657 -0.23030 -1.01784
N 0.51483 0.16629 0.93167
H -0.76461 -0.84667 -1.80828
H -1.04680 0.69101 -1.05089
H 0.00495 1.03431 1.03846
H 1.20838 -0.08619 1.63704
*
```

* max |F|: 3.13 eV Å⁻¹
* E_HOMO: -0.3557 Ha
* E_LUMO: 0.0199 Eh
* energy above the lowest of the compared OMol25 structures with the same formula, charge and spin: 0.00 kJ/mol
* total energy: -55003.8841 eV

[4]
Molecular formula: C15H60O15
Method: DFT, ωB97M-V/def2-TZVPD

ORCA input file:
```
! wB97M-V def2-TZVPD RIJCOSX def2/J DEFGRID3
* xyz 0 1
C 1.52663 4.22365 -0.92743
O 1.19237 2.84955 -0.91742
H 2.55875 4.45161 -1.19717
H 0.80634 4.79123 -1.52658
H 1.35064 4.58364 0.08800
H 1.08543 2.51509 -1.84163
C 4.02069 -2.89640 -0.66201
O 3.10705 -1.84407 -0.36382
H 3.48407 -3.84516 -0.79027
H 4.52753 -2.70994 -1.61414
H 4.73760 -2.97100 0.14893
H 2.62019 -1.59385 -1.17107
C 0.20065 -3.70076 -1.04740
O -1.05068 -3.16923 -0.59215
H 0.11771 -4.76308 -1.30946
H 0.53225 -3.15048 -1.92518
H 0.94736 -3.64300 -0.24879
H -1.25391 -3.60123 0.24361
C -0.22906 4.14175 3.12968
O 0.40910 4.35573 4.37824
H -1.31340 4.11108 3.22600
H 0.03909 4.91530 2.40378
H 0.07393 3.17601 2.71004
H 1.04189 5.06816 4.32471
C -0.54892 -0.20445 0.17487
O -0.57137 1.05394 0.82435
H 0.34675 -0.77090 0.44791
H -1.41049 -0.80969 0.44347
H -0.55087 -0.05951 -0.90929
H 0.06736 1.60396 0.34219
C 2.20876 -1.65183 -3.85265
O 1.82671 -0.93917 -2.68989
H 1.35580 -1.79900 -4.52350
H 3.03162 -1.18511 -4.40479
H 2.58183 -2.63313 -3.55139
H 1.53048 -0.04485 -2.94761
C 0.98316 2.32864 -4.32181
O 0.53975 1.51177 -3.22491
H 1.18261 1.68620 -5.18226
H 0.28102 3.13491 -4.54538
H 1.90472 2.83267 -4.02051
H -0.40586 1.28905 -3.35277
C 3.65193 2.66767 1.33010
O 4.09778 3.09078 2.62307
H 4.17709 3.31277 0.61889
H 3.86280 1.62155 1.14002
H 2.58123 2.84407 1.22801
H 3.73185 3.96327 2.76834
C -1.63096 -1.26234 4.14137
O -1.90612 -2.65981 4.08899
H -2.51731 -0.67480 4.39841
H -0.82489 -1.03584 4.84146
H -1.33050 -0.97823 3.13453
H -2.11210 -2.99450 4.96500
C -3.59962 1.65531 1.44119
O -2.67751 2.00849 2.46539
H -3.33207 2.11130 0.48513
H -3.61034 0.56672 1.29186
H -4.61101 1.88415 1.77057
H -1.84783 1.60912 2.12179
C -2.81592 1.16370 -4.86909
O -2.13641 0.91143 -3.64971
H -3.43095 2.05696 -4.72750
H -2.16104 1.40971 -5.70935
H -3.48513 0.34273 -5.12314
H -2.15012 -0.05772 -3.48714
C 1.23490 -2.76928 2.58803
O 2.55299 -2.32748 2.33446
H 0.50809 -2.02857 2.22967
H 1.03370 -3.69960 2.04273
H 1.01052 -2.90848 3.64039
H 2.68696 -2.34832 1.37067
C 1.71373 0.73589 4.03337
O 2.26185 -0.48839 4.51266
H 1.17268 0.59268 3.09332
H 1.08917 1.10492 4.84383
H 2.47568 1.50126 3.85443
H 2.80391 -0.83884 3.79114
C -2.07601 -2.82132 -3.82816
O -1.82268 -1.74513 -2.95175
H -3.10505 -3.19508 -3.77411
H -1.95787 -2.49845 -4.86569
H -1.39898 -3.65564 -3.63592
H -1.44056 -2.06435 -2.11857
C -4.78267 -2.05180 1.23257
O -5.75573 -1.06049 0.99034
H -5.20861 -3.05517 1.15421
H -3.93215 -1.98585 0.54631
H -4.35014 -1.96945 2.23059
H -5.52185 -0.61769 0.17281
*
```

* max |F|: 1.22 eV Å⁻¹
* E_HOMO: -0.3335 Ha
* E_LUMO: 0.0079 Eh
* energy above the lowest of the compared OMol25 structures with the same formula, charge and spin: 596.24 kJ/mol
* total energy: -47235.1438 eV

[5]
Molecular formula: C15H74BNO33
Method: DFT, ωB97M-V/def2-TZVPD

ORCA input file:
```
! wB97M-V def2-TZVPD RIJCOSX def2/J DEFGRID3
* xyz 0 1
C 0.23369 4.14344 1.92089
C 0.96769 2.86244 2.56089
C 0.87369 1.71744 1.62589
C -0.54831 1.40444 1.16289
N -0.77831 0.16244 0.23289
C -2.11031 0.11244 -0.37011
C -2.67431 -1.19356 -0.18811
C -2.08631 -1.82356 1.12989
C -0.82231 -1.02756 1.28089
C 0.28969 -0.03356 -0.83711
C 0.09069 -1.21556 -1.90911
C 1.42169 -1.59456 -2.53111
H 0.53969 5.11744 2.45389
H -0.90431 4.12044 1.83789
H 0.44769 4.50144 0.80189
H 0.45369 2.39944 3.28789
H 2.06969 3.29344 2.65789
H 1.07469 0.85044 2.20089
H 1.57269 1.74944 0.81889
H -0.82731 2.26744 0.51789
H -1.22331 1.56444 2.00789
H -1.99731 0.74244 -1.24911
H -2.81331 0.90144 0.24389
H -2.46331 -2.05456 -0.97811
H -3.86131 -1.40956 -0.17711
H -2.13631 -2.81856 0.96689
H -2.68231 -1.55856 1.97589
H 0.16569 -1.55056 0.87789
H -0.62131 -0.59956 2.27789
H 1.16569 -0.12056 -0.22811
H 0.61869 1.06844 -1.42411
H -0.60731 -0.60356 -2.63211
H -0.47631 -1.99456 -1.60111
H 1.47869 -2.29156 -3.25811
H 2.12969 -1.84456 -1.83411
H 1.91269 -0.70256 -2.87111
O 2.18869 -7.39756 0.43589
C 2.99269 -6.42556 0.21389
O 2.67269 -5.24356 0.07689
B 3.65269 -4.41556 0.73889
O 4.78469 -5.30256 0.92589
C 4.32269 -6.48856 0.82489
O 4.93769 -7.53956 0.88089
O 3.17769 -3.94156 2.08789
C 3.19469 -2.65356 2.04389
O 2.76169 -2.01556 3.00989
C 3.69969 -2.11456 0.80489
O 3.88769 -3.08056 0.02289
O 3.65969 -1.00156 0.47089
O -2.99431 4.16844 0.21589
H -2.39131 3.60444 -0.30611
H -3.11831 3.56644 1.05689
O 0.61269 4.94244 -2.32811
H 1.32769 4.26744 -2.02511
H 1.06769 5.24244 -2.98111
O 3.69969 0.78844 3.55089
H 3.65969 1.06944 2.53689
H 3.45069 -0.17856 3.34689
O 2.81069 2.96044 -1.93411
H 3.78669 3.33344 -1.84811
H 2.68569 2.59544 -2.87811
O -3.30331 -0.58256 -4.11111
H -2.60831 -1.26156 -4.48411
H -3.82431 -0.89656 -3.23411
O 2.39869 2.43244 5.21689
H 2.86669 1.92344 4.59489
H 2.28669 1.73744 5.81489
O 2.07169 2.33044 -3.66611
H 1.43569 2.74644 -4.27911
H 2.75069 2.95144 -4.01511
O -1.31031 2.90344 -1.82211
H -1.18131 3.77544 -1.80411
H -1.81331 2.78544 -2.71111
O -3.15031 2.17544 -3.22511
H -3.32531 1.53844 -3.96011
H -4.06131 2.34344 -2.79411
O 3.92769 0.12444 -3.71711
H 4.25269 0.19444 -2.71511
H 4.42869 -0.19856 -4.56011
O -3.47031 -4.91756 3.05489
H -3.84131 -5.30356 3.74889
H -2.47931 -4.70356 3.18189
O -2.36131 6.93144 0.68089
H -1.94631 7.06444 -0.26211
H -2.70531 6.12544 0.65989
O -5.77331 -3.93656 -0.27111
H -5.26631 -3.75056 -1.09511
H -6.60631 -4.31056 -0.38111
O 1.13869 -0.31956 -4.92111
H 1.78869 0.13344 -4.48611
H 0.99069 0.36744 -5.53111
O 3.18569 6.35544 2.12189
H 2.72369 6.30544 2.93889
H 2.88069 7.16344 1.51989
O -1.18831 -2.38256 -4.50211
H -0.60931 -1.65256 -4.71011
H -0.63531 -3.21756 -4.35611
O 4.40969 4.31044 0.48789
H 3.84269 4.63844 1.26389
H 4.02069 3.39644 0.13889
O -3.16231 -5.17056 -2.59311
H -3.64331 -4.27356 -2.42611
H -3.86331 -5.70956 -3.07311
O -3.79731 2.19344 2.26189
H -3.67331 2.02044 3.19189
H -4.64031 1.94344 2.12489
O 4.54269 1.61544 1.05489
H 4.29969 0.67744 0.79589
H 5.41869 1.52344 1.27889
O -6.48431 -1.38256 0.33989
H -7.09931 -1.53156 1.05489
H -6.07731 -2.18356 0.15389
O 2.24869 -3.07756 -5.17511
H 3.10969 -3.47056 -4.66611
H 2.08369 -2.18756 -4.86911
O -4.50131 -1.68256 4.35389
H -4.01031 -0.96156 4.62989
H -5.38231 -1.18656 4.02789
O -0.89131 -0.43156 4.79889
H -1.21031 -0.24456 5.71589
H -0.28431 -1.07256 5.01489
O -0.71931 -4.48756 2.92789
H -0.01131 -4.60956 3.51489
H -0.59531 -4.91156 2.05489
*
```

* max |F|: 12.45 eV Å⁻¹
* E_HOMO: -0.3488 Ha
* E_LUMO: -0.0371 Eh
* energy above the lowest of the compared OMol25 structures with the same formula, charge and spin: 426.37 kJ/mol
* total energy: -86480.9680 eV